No. 1
C8H14BrN2O | ωB97M-V/def2-TZVPD

Computed properties:
- SMILES: CCCCC(=[NH+]/C=C\[O-])/[NH+]=C/Br
- LUMO (alpha / beta): -5.1 / -5.0 eV
- Frontier orbital gap (alpha / beta): 0.259 / 0.259 Ha
- Maximum force: 6.04 eV/A
- Energy relative to the best compared isomer or geometry (same formula, charge and spin): 66.3 kcal/mol
- Charge: +1
- HOMO (alpha / beta): -0.44630 / -0.44219 Eh

CARTESIAN COORDINATES (ANGSTROEM)
1 C -1.75 -0.62 -3.53
2 C -1.46 0.46 -2.46
3 C -0.88 -0.06 -1.17
4 C -0.65 0.92 0.00
5 C 0.27 0.43 1.00
6 N 1.57 1.08 1.06
7 C 2.78 1.02 1.68
8 C 3.12 -0.12 2.40
9 O 2.35 -1.06 2.41
10 N -0.18 -0.62 1.73
11 C -0.20 -1.24 2.84
12 Br -1.25 -2.77 3.29
13 H -1.90 -1.61 -2.99
14 H -1.08 -0.77 -4.33
15 H -2.74 -0.35 -4.07
16 H -0.80 1.32 -2.83
17 H -2.42 1.00 -2.24
18 H -0.04 -0.77 -1.32
19 H -1.60 -0.82 -0.77
20 H -0.34 1.86 -0.40
21 H -1.60 1.35 0.42
22 H 1.58 1.92 0.55
23 H 3.47 1.82 1.34
24 H 4.06 -0.27 2.77
25 H -0.88 -1.03 1.02
26 H 0.59 -1.06 3.58

Okay, here come the natural (NBO) numbers, in e, for every atom:
1. C -0.61
2. C -0.41
3. C -0.39
4. C -0.49
5. C 0.33
6. N -0.40
7. C -0.08
8. C 0.30
9. O -0.57
10. N -0.49
11. C 0.09
12. Br 0.20
13. H 0.21
14. H 0.23
15. H 0.23
16. H 0.21
17. H 0.21
18. H 0.22
19. H 0.18
20. H 0.25
21. H 0.25
22. H 0.43
23. H 0.24
24. H 0.16
25. H 0.45
26. H 0.26

=====

No. 2
BH26O11 | ωB97M-V/def2-TZVPD

Computed properties:
- LUMO: 2.5 eV
- Frontier orbital gap: 0.357 Ha
- Maximum force: 4.03 eV/A
- Energy relative to the best compared isomer or geometry (same formula, charge and spin): 58.3 kcal/mol
- Charge: -1
- HOMO: -0.26615 Eh

CARTESIAN COORDINATES (ANGSTROEM)
1 B -0.34 0.02 -0.55
2 H 0.26 -0.25 0.31
3 H 0.37 0.40 -1.27
4 H -0.95 -0.72 -1.03
5 H -1.05 0.77 -0.22
6 O 2.26 -0.86 -1.21
7 H 1.51 -0.33 -0.94
8 H 2.10 -1.72 -0.83
9 O 2.89 0.05 1.86
10 H 3.41 0.05 2.66
11 H 2.03 0.36 2.13
12 O -3.58 1.54 -0.39
13 H -3.69 0.60 -0.48
14 H -2.70 1.65 -0.02
15 O -1.64 -3.19 -2.09
16 H -2.30 -3.87 -2.24
17 H -1.97 -2.43 -2.58
18 O -0.96 3.38 2.06
19 H -1.27 3.38 1.15
20 H -1.45 4.09 2.48
21 O -0.29 -0.54 -3.66
22 H -0.18 -0.29 -2.75
23 H -1.22 -0.78 -3.73
24 O 2.22 2.09 0.20
25 H 2.90 1.59 0.65
26 H 1.66 1.42 -0.19
27 O -0.84 3.21 -0.49
28 H -0.02 3.33 -0.96
29 H -0.77 2.34 -0.10
30 O 0.46 -2.77 -0.03
31 H -0.36 -3.15 -0.33
32 H 0.41 -1.85 -0.29
33 O 2.04 -2.99 2.36
34 H 1.37 -2.60 1.81
35 H 2.87 -2.79 1.92
36 O -0.81 0.16 2.54
37 H -1.68 0.53 2.68
38 H -0.69 0.18 1.59

Okay, here come the natural (NBO) numbers, in e, for every atom:
1. B -0.82
2. H -0.02
3. H -0.03
4. H 0.00
5. H -0.05
6. O -0.98
7. H 0.48
8. H 0.47
9. O -0.95
10. H 0.47
11. H 0.49
12. O -0.94
13. H 0.46
14. H 0.48
15. O -0.93
16. H 0.46
17. H 0.47
18. O -0.96
19. H 0.48
20. H 0.45
21. O -0.95
22. H 0.50
23. H 0.44
24. O -0.98
25. H 0.49
26. H 0.47
27. O -0.98
28. H 0.49
29. H 0.49
30. O -1.01
31. H 0.49
32. H 0.50
33. O -0.97
34. H 0.50
35. H 0.46
36. O -0.97
37. H 0.46
38. H 0.50

=====

No. 3
C37H36BrF4FeN2PS2Si | ωB97M-V/def2-TZVPD

Computed properties:
- LUMO: 0.0 eV
- Frontier orbital gap: 0.273 Ha
- Maximum force: 0.39 eV/A
- Energy relative to the best compared isomer or geometry (same formula, charge and spin): 0.0 kcal/mol
- Charge: 0
- HOMO: -0.27352 Eh

CARTESIAN COORDINATES (ANGSTROEM)
1 Fe -0.36 0.00 0.05
2 F 0.30 -2.59 6.48
3 C 0.37 -1.78 5.43
4 C 1.14 -0.63 5.50
5 F 1.81 -0.34 6.61
6 C 1.19 0.21 4.40
7 F 1.93 1.32 4.53
8 C 0.52 -0.06 3.22
9 P 0.52 1.08 1.77
10 C -0.23 2.54 2.60
11 C 0.46 3.68 3.02
12 C -0.21 4.70 3.68
13 C -1.57 4.59 3.95
14 C -2.26 3.45 3.55
15 C -1.60 2.44 2.87
16 C 2.25 1.58 1.53
17 C 3.33 0.91 2.09
18 C 4.62 1.31 1.81
19 C 4.86 2.36 0.93
20 C 3.79 3.02 0.35
21 C 2.49 2.63 0.65
22 C -0.27 -1.21 3.19
23 Br -1.35 -1.63 1.71
24 C -0.34 -2.06 4.28
25 F -1.10 -3.16 4.25
26 H 1.52 3.76 2.84
27 H 0.33 5.58 4.00
28 H -2.08 5.38 4.48
29 H -3.32 3.36 3.75
30 H -2.14 1.56 2.54
31 H 3.16 0.07 2.75
32 H 5.46 0.78 2.25
33 H 5.87 2.66 0.71
34 H 3.96 3.84 -0.34
35 H 1.66 3.15 0.17
36 C 1.32 2.38 -4.72
37 Si 0.47 0.82 -5.31
38 C -0.93 1.29 -6.47
39 C 1.71 -0.24 -6.22
40 C -0.27 -0.26 -3.95
41 C -0.95 -1.40 -4.36
42 C -1.51 -2.29 -3.45
43 C -1.37 -2.01 -2.11
44 N -0.73 -0.93 -1.69
45 C -0.20 -0.06 -2.57
46 S 0.58 1.23 -1.68
47 H 1.71 2.91 -5.59
48 H 2.15 2.16 -4.05
49 H 0.63 3.04 -4.20
50 H -0.55 1.89 -7.30
51 H -1.68 1.88 -5.94
52 H -1.42 0.41 -6.89
53 H 2.16 0.30 -7.06
54 H 1.24 -1.15 -6.63
55 H 2.52 -0.56 -5.56
56 H -1.05 -1.61 -5.42
57 H -2.03 -3.18 -3.78
58 H -1.76 -2.68 -1.34
59 C 4.46 -2.21 -0.67
60 C 3.30 -2.80 0.15
61 C 2.83 -4.10 -0.52
62 C 3.79 -3.12 1.57
63 C 2.19 -1.84 0.20
64 C 1.24 -1.09 0.22
65 H 5.30 -2.90 -0.71
66 H 4.80 -1.27 -0.22
67 H 4.13 -1.99 -1.69
68 H 3.65 -4.82 -0.58
69 H 2.47 -3.90 -1.53
70 H 2.01 -4.54 0.04
71 H 4.61 -3.85 1.53
72 H 2.98 -3.54 2.17
73 H 4.17 -2.22 2.06
74 S -2.65 0.86 -0.32
75 C -2.68 2.56 -0.29
76 N -1.56 3.25 -0.62
77 C -1.45 4.59 -0.60
78 C -2.52 5.36 -0.26
79 C -3.72 4.71 0.05
80 C -3.81 3.35 0.04
81 H -0.77 2.65 -0.93
82 H -0.48 4.99 -0.87
83 H -2.43 6.44 -0.25
84 H -4.59 5.30 0.31
85 H -4.72 2.83 0.30

Okay, here come the Löwdin numbers, in e, for every atom:
1. Fe -0.39
2. F 0.14
3. C -0.13
4. C -0.13
5. F 0.14
6. C -0.21
7. F 0.11
8. C -0.26
9. P 1.03
10. C -0.32
11. C -0.08
12. C -0.08
13. C -0.09
14. C -0.08
15. C -0.11
16. C -0.34
17. C -0.08
18. C -0.07
19. C -0.08
20. C -0.07
21. C -0.14
22. C -0.50
23. Br 1.01
24. C -0.25
25. F 0.09
26. H 0.10
27. H 0.10
28. H 0.10
29. H 0.11
30. H 0.09
31. H 0.10
32. H 0.11
33. H 0.10
34. H 0.10
35. H 0.08
36. C -0.21
37. Si 0.51
38. C -0.18
39. C -0.17
40. C -0.22
41. C -0.08
42. C -0.06
43. C -0.12
44. N -0.11
45. C -0.64
46. S 0.74
47. H 0.03
48. H 0.01
49. H 0.02
50. H 0.03
51. H 0.03
52. H 0.03
53. H 0.03
54. H 0.03
55. H 0.04
56. H 0.10
57. H 0.10
58. H 0.11
59. C -0.05
60. C -0.63
61. C -0.06
62. C -0.06
63. C -0.10
64. C -0.18
65. H 0.08
66. H 0.07
67. H 0.08
68. H 0.08
69. H 0.08
70. H 0.08
71. H 0.08
72. H 0.08
73. H 0.07
74. S 0.71
75. C -0.70
76. N 0.04
77. C -0.07
78. C -0.06
79. C -0.05
80. C -0.08
81. H -0.01
82. H 0.13
83. H 0.11
84. H 0.11
85. H 0.11